# C24H26CaN5O2S2

C24H26CaN5O2S2 as an isolated structure (ωB97M-V with the def2-TZVPD basis set, the Open Molecules 2025 dataset).

Each line ends with the Löwdin charge.
Geometry (Å):
Ca -0.240 1.644 0.136  1.379
S -5.300 -1.200 4.973  0.738
S 2.140 -0.646 -0.060  1.048
O 0.653 -0.355 0.141  -0.699
O -0.967 1.937 -2.027  -0.339
N -2.203 1.307 1.509  -0.069
N 1.355 2.874 1.051  -0.067
N 2.680 2.242 3.004  0.087
N 3.238 -0.130 3.456  0.129
N -6.767 -0.025 3.133  0.098
C 1.430 -2.770 1.543  -0.074
C 1.297 2.237 -2.939  -0.046
C 1.732 -3.884 2.314  -0.055
C -3.198 -0.445 2.798  -0.009
C -0.043 1.538 -3.058  -0.228
C 1.299 -2.215 -2.176  -0.067
C 2.246 -1.311 -1.711  -0.394
C -5.549 -0.324 3.614  -0.841
C 2.458 -2.121 0.888  -0.398
C 4.062 -3.659 1.747  -0.053
C 1.410 -2.690 -3.470  -0.055
C 2.007 2.523 1.972  -0.403
C 3.043 -4.325 2.415  -0.054
C -4.404 0.247 2.862  -0.221
C -4.474 1.488 2.235  0.006
C -3.357 1.975 1.582  -0.117
C -1.789 3.085 -2.307  -0.232
C 3.295 -0.881 -2.507  -0.088
C -2.139 0.110 2.111  -0.109
C -1.380 4.280 -1.468  -0.057
C 3.774 -2.543 0.983  -0.080
C 3.405 -1.375 -3.801  -0.061
C 2.978 0.976 3.234  -0.380
C 2.464 -2.273 -4.278  -0.056
H -0.504 1.724 -4.030  0.128
H 1.203 3.316 -3.065  0.084
H -2.026 5.129 -1.692  0.095
H -3.383 2.952 1.114  0.113
H -6.898 0.371 2.217  0.108
H 3.276 -5.186 3.026  0.113
H -1.731 3.313 -3.372  0.129
H -1.489 4.082 -0.396  0.061
H 5.085 -3.994 1.842  0.115
H 1.972 1.866 -3.709  0.090
H 4.225 -1.057 -4.431  0.115
H 0.494 -2.537 -1.527  0.120
H 0.414 -2.406 1.459  0.097
H -5.365 2.100 2.284  0.123
H -3.097 -1.399 3.296  0.102
H 0.066 0.457 -2.940  0.115
H -0.349 4.578 -1.657  0.084
H -1.189 -0.411 2.058  0.103
H 1.770 2.043 -1.971  0.065
H 0.942 -4.403 2.840  0.112
H -2.816 2.786 -2.086  0.126
H -7.572 -0.397 3.609  0.107
H 2.551 -2.657 -5.285  0.114
H 4.568 -1.995 0.491  0.119
H 4.016 -0.170 -2.123  0.117
H 0.685 -3.397 -3.850  0.114

Values from the calculation:
* charge: +1
* maximum force: 0.0112 Eh/bohr
* HOMO-LUMO gap: 7.73 eV
* lowest unoccupied orbital energy: -3.3 eV
* HOMO energy: -11.02 eV

---

# C30H70N10O14SZn

C30H70N10O14SZn as an isolated structure at a distorted geometry (ωB97M-V with the def2-TZVPD basis set, the Open Molecules 2025 dataset).

Each line ends with the Löwdin charge.
Geometry (Å):
Zn -0.197 -0.359 2.909  0.855
S 0.254 0.118 -1.048  0.163
O 3.853 1.382 3.408  -0.038
O 3.014 6.211 -5.593  0.033
O 7.590 -3.399 -3.284  -0.002
O -4.284 -1.255 2.936  0.017
O -5.560 -7.822 0.426  0.018
O -6.289 3.845 -5.367  0.016
O 3.723 8.278 3.721  0.074
O -1.237 2.334 5.849  -0.005
O -0.575 -8.255 -3.783  0.044
O 1.537 0.375 -1.705  -0.291
O -0.848 -0.030 -1.954  -0.262
O 0.355 -1.052 -0.207  -0.241
O 0.018 1.102 0.026  -0.209
O 0.899 -4.026 4.118  0.019
N -4.869 2.960 -3.802  -0.001
N 5.865 -1.946 -3.556  0.013
N 1.442 -6.099 3.286  -0.012
N 0.532 -6.953 -5.166  0.010
N -2.515 4.204 5.964  -0.011
N 5.035 2.682 2.031  0.027
N 1.889 8.707 2.548  -0.015
N -6.479 -1.505 2.548  0.010
N -5.326 -6.430 -1.256  -0.001
N 3.916 4.230 -4.970  0.001
C 0.206 -6.415 2.646  -0.096
C 6.609 -2.412 -1.335  -0.015
C 3.062 -4.908 4.688  -0.010
C 6.743 -2.605 -2.800  -0.559
C 5.904 -2.097 -5.017  -0.063
C 5.272 4.497 -5.481  -0.062
C 5.399 2.771 4.559  0.000
C -1.283 3.601 7.907  -0.007
C -6.100 -7.008 -0.306  -0.546
C -1.637 3.329 6.470  -0.557
C 1.659 -4.972 4.063  -0.521
C 1.747 7.448 1.946  -0.099
C 4.754 2.249 3.266  -0.526
C 2.907 9.048 3.347  -0.591
C 2.880 5.092 -5.125  -0.578
C -7.588 -6.670 -0.083  -0.004
C -0.005 -8.096 -4.835  -0.636
C -4.919 4.018 -2.820  -0.062
C -5.499 2.980 -4.964  -0.565
C -5.349 -1.780 3.214  -0.590
C -5.314 1.726 -5.793  -0.007
C 1.508 4.604 -4.791  -0.010
C 0.522 -5.858 -4.215  -0.061
C 6.205 3.581 1.637  -0.049
C -5.464 -5.104 -1.888  -0.061
C 3.006 10.511 3.843  0.002
C -6.597 -0.479 1.500  -0.062
C 0.064 -9.239 -5.785  -0.004
C -5.446 -2.849 4.240  -0.002
C -3.032 4.296 4.605  -0.054
H -6.499 -4.764 -1.866  0.073
H 5.672 3.571 -5.894  0.073
H 4.440 2.405 1.263  0.134
H -5.063 -5.092 -2.901  0.081
H -6.243 1.213 -6.043  0.084
H -4.919 -4.449 -1.207  0.080
H -8.012 -7.528 0.439  0.079
H -0.651 -9.027 -6.579  0.087
H 5.686 1.917 5.172  0.080
H 1.451 4.672 -3.704  0.085
H -7.328 -2.021 2.728  0.130
H 2.016 10.956 3.953  0.067
H -0.324 -5.239 -4.514  0.084
H -4.765 1.894 -6.719  0.084
H 1.666 6.699 2.734  0.087
H 2.576 7.127 1.316  0.090
H -4.767 1.010 -5.181  0.064
H -1.606 4.572 8.284  0.072
H 2.115 -6.851 3.241  0.131
H -4.241 2.188 -3.634  0.135
H -1.827 2.868 8.501  0.087
H 5.573 -2.377 -0.999  0.081
H -4.094 4.360 4.844  0.083
H 3.369 -3.867 4.790  0.079
H 1.067 -9.302 -6.207  0.078
H -0.523 -6.880 3.309  0.085
H 5.691 -1.138 -5.489  0.074
H -7.675 -5.814 0.586  0.074
H -7.058 0.391 1.967  0.080
H 7.134 -1.514 -1.008  0.085
H 6.034 4.587 2.021  0.077
H 3.869 -5.328 4.088  0.070
H -0.198 -10.180 -5.300  0.088
H -5.131 4.984 -3.276  0.090
H 0.400 -7.068 1.795  0.085
H -4.000 3.973 -2.235  0.082
H 4.650 3.281 5.166  0.084
H -6.397 -3.374 4.146  0.073
H 1.173 -6.981 -5.946  0.142
H -7.155 -0.731 0.599  0.078
H 3.748 3.415 -4.398  0.132
H 0.440 -6.163 -3.172  0.087
H -5.672 3.791 -2.065  0.080
H -2.780 3.527 3.875  0.087
H -0.275 -5.551 2.189  0.084
H 1.340 3.579 -5.120  0.081
H 6.142 3.580 0.549  0.072
H 0.740 5.238 -5.235  0.086
H -5.398 -2.310 5.186  0.091
H -3.040 4.783 6.605  0.131
H -8.153 -6.433 -0.984  0.070
H 5.170 5.202 -6.306  0.084
H -5.641 -0.172 1.077  0.080
H 3.632 10.659 4.723  0.080
H 6.842 -2.452 -5.444  0.084
H 5.144 -1.374 -3.140  0.140
H 5.097 -2.756 -5.337  0.078
H 3.125 -5.463 5.625  0.077
H 1.368 -5.178 -4.316  0.080
H 7.225 3.268 1.859  0.076
H -4.661 -3.606 4.261  0.091
H 6.004 4.797 -4.731  0.076
H 3.512 11.021 3.023  0.077
H 6.277 3.405 4.440  0.064
H 7.080 -3.228 -0.787  0.084
H -4.411 -6.848 -1.335  0.137
H 1.210 9.417 2.318  0.138
H 0.802 7.399 1.406  0.089
H -0.206 3.502 8.046  0.088
H -2.728 5.252 4.178  0.077

Values from the calculation:
* charge: 0
* maximum force: 0.0682 Eh/bohr
* HOMO-LUMO gap: 3.92 eV
* lowest unoccupied orbital energy: -5.0 eV
* HOMO energy: -8.88 eV

---

# C6H13NO

A 2-piece molecular cluster, C6H13NO overall at a distorted geometry (ωB97M-V with the def2-TZVPD basis set, the Open Molecules 2025 dataset).

Each line ends with the Löwdin charge.
Geometry (Å):
O 1.357 -3.424 3.303  -0.071
N -0.608 0.050 1.250  0.243
C 0.527 -1.335 -1.206  0.002
C -0.500 0.585 -0.004  -0.221
C -1.103 1.976 -0.074  -0.084
C 1.032 1.104 -1.891  -0.006
C -2.405 2.038 0.115  0.071
C 0.287 0.120 -1.029  -0.189
H 0.448 1.885 -2.360  0.099
H -2.971 2.959 -0.022  0.088
H -1.270 0.580 1.804  0.129
H 1.628 0.565 -2.631  0.098
H 1.601 -1.537 -1.267  0.113
H 2.095 -3.605 3.898  0.042
H 1.831 -2.922 2.616  0.029
H 0.141 -1.644 -2.182  0.121
H 1.831 1.524 -1.267  0.120
H -0.621 -0.960 1.275  0.124
H 0.116 -1.887 -0.362  0.080
H -0.346 2.724 -0.272  0.123
H -3.071 1.202 0.305  0.091

Values from the calculation:
* charge: +1
* maximum force: 0.0748 Eh/bohr
* HOMO-LUMO gap (spin up / spin down): 10.02 / 7.79 eV
* spin multiplicity: 2
* lowest unoccupied orbital energy (spin up / spin down): -3.6 / -6.5 eV
* HOMO energy (spin up / spin down): -13.61 / -14.25 eV

---

What is the charge in the second record? 0